{
  "formula": "C5H8O3",
  "method": "ωB97M-V with the def2-TZVPD basis set",
  "lumo_energy_ev": 0.948,
  "e_homo_ev": -9.3,
  "homo_lumo_gap_ev": 10.2,
  "relative_energy_ev": 9.211,
  "elements": ["C", "C", "C", "C", "C", "H", "H", "H", "H", "H", "H", "H", "H", "O", "O", "O"],
  "xyz": [[0.274, 1.205, -1.351], [0.084, -0.796, -0.410], [-0.454, -1.833, 0.766], [-0.728, -0.493, 1.551], [-0.085, 0.605, 0.865], [-0.369, 1.363, -2.182], [1.313, 1.912, -1.010], [-0.892, -0.224, -0.603], [0.125, -2.412, 1.265], [-1.264, -2.399, 0.306], [-0.075, -0.612, 2.501], [-1.960, -0.264, 2.016], [0.112, 1.314, 1.773], [0.653, -0.314, -1.647], [-0.545, 1.477, -0.302], [0.951, -0.014, 0.375]]
}

=====

{
  "formula": "C25H43Cl33N8O3P",
  "method": "ωB97M-V with the def2-TZVPD basis set",
  "lumo_energy_ev": -3.249,
  "charge": 1,
  "e_homo_ev": -11.4,
  "homo_lumo_gap_ev": 8.2,
  "elements": ["C", "C", "O", "N", "C", "C", "C", "C", "C", "N", "C", "N", "C", "N", "N", "C", "C", "O", "C", "O", "N", "C", "C", "N", "P", "N", "H", "H", "H", "H", "H", "H", "H", "H", "H", "H", "H", "H", "H", "H", "H", "H", "H", "H", "H", "H", "H", "H", "H", "H", "H", "H", "H", "H", "H", "H", "H", "H", "C", "Cl", "Cl", "Cl", "H", "C", "Cl", "Cl", "Cl", "H", "C", "Cl", "Cl", "Cl", "H", "C", "Cl", "Cl", "Cl", "H", "C", "Cl", "Cl", "Cl", "H", "C", "Cl", "Cl", "Cl", "H", "C", "Cl", "Cl", "Cl", "H", "C", "Cl", "Cl", "Cl", "H", "C", "Cl", "Cl", "Cl", "H", "C", "Cl", "Cl", "Cl", "H", "C", "Cl", "Cl", "Cl", "H"],
  "xyz": [[-1.020, -3.624, 0.502], [-1.280, -2.135, 0.169], [-0.819, -1.291, 0.866], [-2.046, -1.880, -1.005], [-3.452, -1.936, -0.564], [-1.740, -0.586, -1.641], [-0.498, -0.589, -2.598], [0.925, -0.501, -1.911], [1.201, 0.937, -1.352], [2.559, 1.178, -0.813], [2.897, 0.374, 0.381], [3.951, 0.954, 1.221], [2.820, 2.563, -0.680], [1.939, 3.438, -0.011], [1.445, 2.925, 1.178], [0.876, 3.965, -0.874], [0.286, 5.300, -0.258], [-1.057, 4.953, 0.059], [-1.113, 4.705, 1.421], [-1.135, 5.643, 2.105], [3.910, 3.051, -1.218], [4.823, 2.179, -1.987], [5.972, 1.586, -1.121], [6.330, 2.276, -0.148], [4.197, 4.795, -0.972], [5.673, 5.272, -1.214], [-1.173, -4.285, -0.379], [-1.743, -3.946, 1.278], [-0.008, -3.746, 0.918], [-4.153, -1.911, -1.426], [-3.705, -1.146, 0.186], [-3.634, -2.913, -0.059], [-2.625, -0.367, -2.289], [-1.713, 0.266, -0.906], [-0.659, 0.239, -3.320], [-0.548, -1.544, -3.172], [1.662, -0.710, -2.725], [1.100, -1.257, -1.127], [0.372, 1.178, -0.646], [1.095, 1.635, -2.220], [1.944, 0.238, 0.962], [3.173, -0.650, 0.054], [3.701, 0.683, 2.170], [4.780, 0.395, 1.044], [0.683, 2.262, 1.046], [2.175, 2.574, 1.781], [0.073, 3.202, -0.980], [1.338, 4.216, -1.850], [0.865, 5.621, 0.632], [0.312, 6.099, -1.028], [-1.133, 3.688, 1.872], [4.294, 1.437, -2.606], [5.332, 2.870, -2.705], [6.480, 0.629, -1.379], [7.098, 1.816, 0.343], [3.232, 5.442, -1.816], [3.893, 5.061, 0.401], [6.239, 4.470, -1.482], [8.136, -0.938, 2.399], [7.561, -0.436, 3.993], [6.803, -1.110, 1.263], [9.326, 0.214, 1.777], [8.618, -1.903, 2.500], [-0.598, -7.169, -2.613], [-1.377, -5.607, -2.326], [1.006, -7.209, -1.871], [-1.601, -8.484, -1.999], [-0.479, -7.301, -3.693], [-2.545, 3.442, -2.671], [-2.307, 2.297, -1.337], [-0.991, 3.980, -3.323], [-3.523, 2.711, -3.941], [-3.073, 4.308, -2.289], [-5.623, 4.487, -6.722], [-4.707, 5.585, -7.758], [-5.053, 2.825, -6.923], [-5.513, 4.992, -5.030], [-6.663, 4.527, -7.020], [-4.753, 4.530, 3.673], [-4.790, 3.976, 1.996], [-6.386, 4.852, 4.258], [-3.951, 3.336, 4.704], [-4.185, 5.453, 3.715], [-5.413, -9.830, -1.606], [-4.942, -8.131, -1.476], [-6.665, -10.035, -2.834], [-4.009, -10.841, -1.976], [-5.816, -10.146, -0.652], [4.064, -1.131, 6.438], [3.319, -1.154, 4.832], [4.255, -2.775, 7.052], [5.623, -0.276, 6.492], [3.384, -0.601, 7.094], [-1.210, 1.028, 3.888], [-0.363, 0.413, 5.314], [-0.148, 2.087, 2.962], [-1.806, -0.283, 2.871], [-2.059, 1.607, 4.225], [0.895, -6.513, -6.979], [0.141, -6.399, -5.380], [1.743, -5.015, -7.373], [1.996, -7.889, -7.048], [0.112, -6.665, -7.713], [0.315, -3.768, 5.619], [0.536, -2.639, 4.279], [1.650, -4.925, 5.682], [0.176, -2.895, 7.150], [-0.604, -4.317, 5.455], [-8.364, 1.620, 4.681], [-8.394, 1.076, 3.000], [-10.001, 1.932, 5.265], [-7.551, 0.433, 5.707], [-7.805, 2.546, 4.726]]
}

=====

{
  "formula": "C45H43IN2O4P2Rb",
  "method": "ωB97M-V with the def2-TZVPD basis set",
  "lumo_energy_ev": 1.615,
  "charge": -1,
  "e_homo_ev": -3.1,
  "homo_lumo_gap_ev": 4.7,
  "relative_energy_ev": 0.712,
  "elements": ["Rb", "N", "N", "C", "O", "O", "H", "H", "H", "C", "O", "C", "C", "O", "C", "H", "H", "H", "H", "H", "H", "H", "H", "H", "H", "C", "C", "C", "C", "C", "C", "P", "C", "C", "C", "C", "C", "C", "C", "C", "C", "C", "C", "C", "H", "H", "H", "H", "H", "H", "H", "H", "H", "H", "H", "H", "H", "H", "I", "C", "C", "C", "C", "C", "C", "C", "C", "C", "P", "C", "C", "C", "C", "C", "C", "C", "C", "C", "C", "C", "C", "C", "H", "H", "H", "H", "H", "H", "H", "H", "H", "H", "H", "H", "H", "H", "H", "H"],
  "xyz": [[-1.077, 0.472, -1.201], [-0.457, -0.555, 4.279], [-0.407, -1.101, 3.032], [-0.137, -0.295, 1.929], [-0.235, -0.931, 0.802], [0.105, 0.897, 2.183], [-0.195, 0.387, 4.179], [0.054, -1.083, 5.037], [-0.854, -1.989, 2.991], [-3.367, -0.775, -3.788], [-3.622, -0.146, -2.475], [-4.619, -1.009, -1.881], [-4.937, -0.502, -0.551], [-3.749, -0.257, 0.212], [-3.959, -0.115, 1.621], [-2.614, -1.567, -3.811], [-3.152, -0.023, -4.511], [-4.368, -1.182, -4.073], [-4.138, -2.015, -1.897], [-5.509, -0.992, -2.530], [-5.628, -1.266, -0.087], [-5.353, 0.513, -0.792], [-3.293, -0.824, 2.179], [-5.014, -0.477, 1.818], [-3.785, 0.914, 1.969], [2.230, 5.007, 2.775], [1.239, 5.802, 3.304], [-0.086, 5.437, 3.173], [-0.418, 4.588, 2.094], [0.546, 3.815, 1.472], [1.872, 3.953, 1.941], [-2.131, 4.496, 1.586], [-2.824, 6.009, 2.152], [-2.346, 7.273, 1.707], [-2.882, 8.446, 2.212], [-3.935, 8.402, 3.098], [-4.436, 7.225, 3.555], [-3.849, 6.037, 3.086], [-1.954, 4.588, -0.215], [-2.912, 5.349, -0.892], [-2.912, 5.366, -2.301], [-1.976, 4.574, -3.001], [-1.080, 3.831, -2.276], [-0.973, 3.825, -0.886], [3.248, 5.135, 3.088], [1.544, 6.657, 3.923], [-0.877, 5.865, 3.840], [0.220, 3.148, 0.661], [2.680, 3.268, 1.628], [-1.530, 7.264, 0.967], [-2.486, 9.367, 1.767], [-4.308, 9.427, 3.377], [-5.291, 7.277, 4.208], [-4.082, 5.111, 3.645], [-3.645, 5.895, -0.370], [-3.707, 5.894, -2.894], [-1.874, 4.605, -4.072], [-0.397, 3.162, -2.886], [2.614, -0.980, -1.825], [3.798, -2.246, -3.096], [4.190, -1.589, -4.263], [5.070, -2.161, -5.199], [5.543, -3.462, -5.008], [5.247, -4.151, -3.785], [5.663, -5.477, -3.563], [5.499, -6.032, -2.324], [4.749, -5.405, -1.299], [4.044, -4.282, -1.564], [3.039, -3.563, -0.281], [3.219, -4.570, 1.218], [3.955, -4.072, 2.318], [3.868, -4.796, 3.493], [3.131, -5.963, 3.640], [2.480, -6.503, 2.491], [2.437, -5.736, 1.334], [1.345, -4.012, -0.758], [0.298, -3.798, 0.081], [-1.035, -3.822, -0.437], [-1.280, -4.210, -1.755], [-0.168, -4.489, -2.620], [1.137, -4.385, -2.106], [4.321, -3.514, -2.796], [3.772, -0.630, -4.441], [5.390, -1.456, -5.990], [6.203, -3.954, -5.766], [6.319, -5.906, -4.347], [5.986, -7.004, -2.058], [4.684, -5.851, -0.297], [4.677, -3.259, 2.248], [4.418, -4.457, 4.359], [3.073, -6.499, 4.576], [1.965, -7.463, 2.493], [1.919, -6.121, 0.486], [0.488, -3.432, 1.084], [-1.829, -3.431, 0.145], [-2.287, -4.227, -2.102], [-0.312, -4.747, -3.624], [2.010, -4.520, -2.766]]
}